# 1
89
Properties=species:S:1:pos:R:3:lowdin_charge:R:1 method="wB97M-V/def2-TZVPD" charge=+4 multiplicity=1 homo_energy_ev=-19.399
Zr -0.1138 0.1726 0.2242 1.201
C -0.5614 1.3013 -1.5205 -0.135
O -0.8382 1.8754 -2.5180 0.210
C 1.0441 -1.4317 -0.5707 -0.148
O 1.6805 -2.3759 -0.8945 0.200
P 1.9940 1.8317 0.3121 1.013
C 3.2952 1.3658 1.5681 -0.510
H 4.0486 2.1671 1.5041 0.110
C 3.0142 2.1677 -1.2095 -0.513
H 3.0194 1.1709 -1.6849 0.105
C 1.4556 3.4811 0.9856 -0.515
H 1.0421 3.2103 1.9724 0.099
C -3.7822 -0.6371 -0.4294 -0.523
P -2.1383 -1.5199 -0.5507 1.026
H -3.3218 -3.5213 -0.0849 0.127
H -3.7845 -0.3105 0.6240 0.100
C -2.2349 -2.2415 -2.2580 -0.501
H -3.3044 -2.4924 -2.3516 0.119
C 2.3512 3.1441 -2.1796 -0.080
H 2.3761 4.1775 -1.8065 0.091
H 1.3170 2.8776 -2.4141 0.045
H 2.9164 3.1219 -3.1246 0.118
C 4.4768 2.5770 -0.9706 -0.063
H 4.9554 2.7148 -1.9504 0.118
H 5.0545 1.8211 -0.4307 0.076
H 4.5506 3.5290 -0.4307 0.086
C 2.6197 4.4491 1.2268 -0.055
H 3.4008 4.0350 1.8760 0.084
H 2.2256 5.3416 1.7361 0.124
H 3.0752 4.7865 0.2862 0.087
C 0.3244 4.1460 0.1875 -0.083
H -0.3577 4.6320 0.9005 0.109
H -0.2718 3.4393 -0.4047 0.028
H 0.7080 4.9254 -0.4850 0.106
C 2.7438 1.3592 3.0022 -0.085
H 2.8628 2.3521 3.4654 0.105
H 3.2718 0.6221 3.6271 0.103
H 1.6722 1.1055 3.0390 0.019
C 3.9619 0.0514 1.1552 -0.094
H 3.3058 -0.8105 1.3290 0.029
H 4.8723 -0.0884 1.7601 0.124
H 4.2478 0.0468 0.0961 0.076
C -5.0134 -1.5313 -0.6612 -0.056
H -5.0431 -2.4223 -0.0263 0.076
H -5.0944 -1.8400 -1.7122 0.101
H -5.9068 -0.9352 -0.4253 0.124
C -3.8779 0.6110 -1.3064 -0.089
H -4.1613 0.3637 -2.3386 0.104
C -1.3588 -3.9879 0.6354 -0.110
H -2.9590 1.2070 -1.3295 0.030
H -4.6748 1.2446 -0.8899 0.116
C -3.1344 -2.5951 1.8585 -0.095
H -1.3325 -4.4268 1.6406 0.084
H -1.5039 -4.8389 -0.0416 0.095
H -0.3779 -3.5355 0.4201 0.040
C -2.5419 -3.0094 0.5021 -0.486
H -3.1516 -3.4567 2.5433 0.113
H -4.1642 -2.2234 1.7757 0.087
H -2.5385 -1.8012 2.3350 0.028
C -1.4005 -3.5140 -2.4480 -0.071
H -0.3759 -3.3816 -2.0717 0.064
H -1.3449 -3.7289 -3.5244 0.114
H -1.8598 -4.3844 -1.9667 0.085
C -1.8561 -1.2293 -3.3407 -0.092
H -2.4275 -0.2980 -3.2965 0.058
H -2.0555 -1.7004 -4.3155 0.119
H -0.7861 -0.9839 -3.3083 0.077
H -0.6273 -2.7025 2.5265 0.023
H 0.9964 -0.6942 1.6544 -0.041
C -0.7583 -0.0630 3.0363 -0.187
P 0.2576 -1.6911 2.9601 0.930
C 1.8961 -2.5497 2.7407 -0.157
C 0.0982 -2.0875 4.7494 -0.384
C 0.5163 -1.1871 5.7393 -0.078
C 0.3186 -1.5195 7.0849 -0.022
C -0.3029 -2.7212 7.4394 -0.001
C -0.7029 -3.6218 6.4391 -0.017
C -0.5006 -3.3119 5.0893 -0.080
H -1.0183 0.4679 2.0714 -0.014
H -0.1833 0.6235 3.6715 0.062
H -1.7084 -0.3174 3.5255 0.095
H 2.6876 -1.9520 3.2115 0.072
H 1.8364 -3.5301 3.2372 0.099
H 2.1417 -2.7178 1.6826 0.036
H 0.9722 -0.2385 5.4522 0.103
H 0.6513 -0.8355 7.8667 0.133
H -0.4647 -2.9719 8.4906 0.140
H -1.1679 -4.5693 6.7118 0.134
H -0.8271 -4.0123 4.3058 0.109

---

# 2
102
Properties=species:S:1:pos:R:3:lowdin_charge:R:1 method="wB97M-V/def2-TZVPD" smiles="CCOC(C)=O.CCOC(C)=O.CCOC(C)=O.CCOC(C)=O.CCOC(C)=O.ClCCCl.ClCCCl.ClCCCl.ClCCCl" multiplicity=1 homo_energy_ev=-10.134 e_above_lowest_ev=0.000
C 3.2774 0.8827 0.8787 -0.073
C 4.5660 0.4864 1.5445 -0.195
O 5.6016 1.4653 1.3263 0.009
C 6.2158 1.4492 0.1538 -0.540
C 7.2220 2.5367 0.0514 0.026
O 6.0289 0.5770 -0.7060 0.054
H 3.3949 0.9234 -0.2016 0.036
H 3.1303 1.8802 1.2463 0.054
H 2.4007 0.2113 1.1033 0.093
H 4.3353 0.4610 2.6001 0.125
H 4.8763 -0.4707 1.2395 0.103
H 8.0141 2.1960 0.7903 0.123
H 6.8557 3.5128 0.3046 0.076
H 7.6214 2.5470 -0.9531 0.085
C 4.0732 -2.7728 -1.7184 -0.068
C 3.9878 -3.9026 -2.6942 -0.250
O 4.1134 -5.0987 -1.9715 0.009
C 3.9983 -6.1798 -2.7297 -0.572
C 3.8847 -7.4709 -1.9432 0.030
O 3.9678 -6.1420 -3.9127 0.118
H 3.3316 -2.7906 -0.9405 0.053
H 3.8907 -1.8551 -2.2322 0.038
H 5.0928 -2.6540 -1.2527 0.106
H 3.1007 -3.9580 -3.3431 0.131
H 4.8335 -3.7810 -3.3916 0.131
H 3.8761 -8.3844 -2.4777 0.071
H 2.9211 -7.3705 -1.3720 0.109
H 4.6089 -7.4519 -1.1680 0.068
C -4.2900 0.4407 5.3441 -0.061
C -2.7905 0.5622 5.5996 -0.201
O -2.2016 0.9023 4.3206 -0.034
C -1.0179 0.3981 3.9338 -0.509
C -0.4780 0.9537 2.6406 0.012
O -0.4188 -0.3870 4.6645 0.068
H -4.6299 1.4032 4.8895 0.089
H -4.8270 0.3323 6.3017 0.087
H -4.4880 -0.3591 4.6713 0.021
H -2.5752 1.3403 6.3676 0.132
H -2.3594 -0.3818 5.9838 0.121
H -1.2170 1.4689 2.0086 0.035
H -0.0166 0.0662 2.1203 0.081
H 0.3597 1.7123 2.7672 0.100
C -4.0661 -2.0439 2.7588 -0.058
C -4.5818 -2.9990 1.6984 -0.235
O -5.9833 -2.9351 1.6493 -0.015
C -6.5943 -3.2066 0.4881 -0.532
C -8.0793 -3.1181 0.6177 0.014
O -6.0003 -3.3091 -0.5680 0.084
H -4.2100 -0.9887 2.4083 0.090
H -3.0118 -2.3063 2.9320 0.091
H -4.5935 -2.1364 3.6962 0.063
H -4.1850 -2.7751 0.7077 0.107
H -4.3337 -4.0616 1.9390 0.144
H -8.2926 -2.1712 1.1550 0.100
H -8.6013 -3.9389 1.1087 0.087
H -8.5631 -3.0318 -0.3612 0.089
C -4.8161 3.6846 1.6796 -0.047
C -3.7821 2.6655 1.1412 -0.209
O -4.5315 1.8743 0.1808 -0.039
C -3.8171 0.8029 -0.3218 -0.483
C -4.6225 0.1772 -1.3839 0.022
O -2.6787 0.5582 0.0655 0.052
H -5.2961 4.2840 0.8953 0.080
H -4.2999 4.3406 2.3714 0.072
H -5.6246 3.1298 2.1605 0.075
H -2.9284 3.0855 0.6401 0.044
H -3.5454 1.9531 1.9037 0.095
H -5.0490 0.9642 -1.9878 0.086
H -5.4950 -0.3691 -0.9993 0.091
H -4.0218 -0.5417 -2.0074 0.116
Cl 3.5005 4.5660 -0.4157 0.604
C 1.8985 3.8737 -0.2833 -0.750
C 1.2385 4.5015 0.9133 -0.538
Cl -0.5902 4.0629 0.8237 0.544
H 2.0138 2.7693 -0.1813 0.036
H 1.4045 4.1125 -1.2182 -0.026
H 1.2852 5.5677 0.8721 0.054
H 1.5857 4.0918 1.8722 0.073
Cl -0.0663 5.0306 -3.0018 0.617
C 0.1262 3.7683 -4.1984 -0.641
C -0.4592 2.4784 -3.6087 -0.659
Cl -2.2355 2.3491 -3.8414 0.538
H 1.1375 3.6056 -4.3779 0.021
H -0.3797 4.1510 -5.0833 0.069
H -0.3834 2.4860 -2.5431 0.020
H 0.0243 1.5801 -4.0891 0.084
Cl 5.8796 2.4550 -4.9678 0.497
C 5.3481 0.8754 -4.2223 -0.579
C 3.7934 0.8024 -4.0354 -0.619
Cl 3.1196 1.9322 -2.8420 0.605
H 5.8340 0.7417 -3.2541 0.047
H 5.6213 0.0955 -4.9100 0.061
H 3.5168 -0.2249 -3.7757 0.054
H 3.2473 1.0084 -4.9369 0.052
Cl 0.3795 -1.6395 -2.3376 0.521
C -0.1747 -0.8519 -0.7890 -0.624
C -0.7549 -1.8776 0.1237 -0.681
Cl 0.4318 -3.0876 0.7237 0.551
H -0.9161 -0.1035 -1.0084 0.045
H 0.6970 -0.3958 -0.3677 0.036
H -1.6664 -2.2767 -0.4048 0.100
H -1.1230 -1.3331 0.9528 0.016